Record 1
A cluster of 9 separate species, C18H36Br18 in total in a non-equilibrium geometry. Source: the Open Molecules 2025 dataset; level of theory: wB97M-V/def2-TZVPD.

Element x y z (Å)
1 Br -27.50 1.82 23.46
2 Br -31.94 0.46 20.85
3 Br -23.41 -4.44 16.75
4 Br -27.02 -1.86 27.23
5 Br -27.82 0.19 18.91
6 Br -24.79 -1.75 22.60
7 Br -27.62 -7.11 14.35
8 Br -28.50 -2.92 21.94
9 Br -27.37 -5.48 18.33
10 Br -29.15 -5.49 25.45
11 Br -29.28 -7.37 20.71
12 Br -28.90 -3.00 12.85
13 Br -25.55 -5.00 23.85
14 Br -25.66 -9.58 23.63
15 Br -24.44 -5.07 20.15
16 Br -24.32 -8.52 14.92
17 Br -20.07 -4.62 21.45
18 Br -31.46 -11.25 19.62
19 C -28.71 -3.65 25.90
20 C -23.81 -6.64 15.09
21 C -27.55 -3.69 26.85
22 C -30.45 -8.96 20.88
23 C -27.83 -4.41 13.58
24 C -28.30 -4.22 19.49
25 C -24.10 -6.21 16.48
26 C -22.80 -4.29 20.80
27 C -29.64 -0.18 19.41
28 C -30.17 0.96 20.23
29 C -25.47 -6.83 23.14
30 C -26.13 0.47 23.66
31 C -28.70 -5.49 14.18
32 C -27.60 -4.18 20.78
33 C -30.11 -9.87 19.78
34 C -25.88 -0.16 22.34
35 C -21.68 -5.29 20.61
36 C -25.55 -7.76 24.30
37 H -29.11 -10.28 19.87
38 H -25.26 0.97 24.06
39 H -21.91 -6.24 21.07
40 H -22.77 -6.57 14.82
41 H -26.78 -0.54 21.89
42 H -26.69 -4.16 26.40
43 H -29.59 -3.21 26.34
44 H -27.80 -4.16 27.79
45 H -30.29 -9.35 21.87
46 H -24.68 -7.68 24.93
47 H -22.90 -4.05 21.86
48 H -26.58 -3.84 20.71
49 H -24.47 -6.17 14.37
50 H -28.95 -5.24 15.21
51 H -22.67 -3.37 20.24
52 H -26.46 -0.29 24.37
53 H -24.50 -6.88 22.66
54 H -28.45 -3.22 24.95
55 H -26.24 -6.90 22.40
56 H -27.11 -4.05 14.30
57 H -30.14 -9.35 18.83
58 H -30.33 1.85 19.62
59 H -25.17 -6.18 16.68
60 H -25.34 0.46 21.64
61 H -29.57 -5.75 13.61
62 H -23.67 -6.90 17.20
63 H -21.44 -5.49 19.57
64 H -29.62 -1.09 20.00
65 H -29.56 1.16 21.10
66 H -26.43 -7.60 24.90
67 H -30.23 -0.36 18.52
68 H -31.44 -8.54 20.80
69 H -28.24 -3.25 18.98
70 H -27.23 -4.80 12.76
71 H -29.34 -4.50 19.56
72 H -27.70 -5.14 21.27

Output
HOMO-LUMO gap in eV: 10.184
LUMO in hartree: 0.0060
Total charge: 0
ΔE to the lowest compared entry with this formula, charge and spin in kcal/mol: 0.8
E_HOMO in eV: -10.02


Record 2
A cluster of 2 separate species, C18H36Br2N2O3 in total. Source: the Open Molecules 2025 dataset; level of theory: wB97M-V/def2-TZVPD.

Element x y z (Å)
1 Br 2.45 4.28 2.83
2 Br 4.34 1.75 4.64
3 O -3.91 0.38 -1.34
4 O 3.96 1.97 -1.57
5 O -0.32 1.70 0.35
6 N 2.43 0.25 -1.47
7 N -2.84 -0.79 1.46
8 C 1.54 0.50 1.41
9 C -4.55 -0.52 -0.43
10 C -1.23 1.02 1.20
11 C 0.97 1.14 0.15
12 C 1.03 0.13 -1.04
13 C -6.05 -0.47 -0.61
14 C 5.00 3.16 3.48
15 C -0.43 -2.14 -2.43
16 C 4.22 4.43 3.63
17 C 0.05 0.40 -2.18
18 C -4.13 -0.27 1.03
19 C 1.10 -3.41 0.26
20 C 1.90 2.25 -0.32
21 C -1.67 -0.35 0.70
22 C 0.75 -4.00 -1.11
23 C -0.18 -0.80 -3.12
24 C 0.84 -2.99 -2.26
25 C 2.91 1.53 -1.18
26 H -2.88 -1.80 1.52
27 H -4.17 -1.51 -0.72
28 H 1.56 1.22 2.22
29 H 1.03 -3.53 -3.19
30 H 4.07 4.71 4.67
31 H -4.15 0.82 1.20
32 H -1.86 -0.31 -0.37
33 H 0.44 1.22 -2.78
34 H 2.56 0.17 1.21
35 H 6.04 3.32 3.76
36 H -4.89 -0.69 1.69
37 H 2.38 2.79 0.49
38 H -3.83 1.24 -0.91
39 H -6.32 -0.83 -1.60
40 H 4.95 2.77 2.46
41 H 1.36 2.95 -0.96
42 H 0.88 -0.88 -0.65
43 H -0.26 -4.41 -1.08
44 H -1.14 -2.71 -3.03
45 H -0.88 -1.08 0.86
46 H 2.62 0.03 -2.44
47 H 1.50 -4.17 0.93
48 H 0.98 -0.38 1.73
49 H -6.40 0.56 -0.54
50 H 1.40 -4.85 -1.31
51 H -0.90 0.75 -1.78
52 H 1.86 -2.63 0.17
53 H -0.90 -1.99 -1.45
54 H 4.72 5.24 3.10
55 H 0.23 -2.98 0.76
56 H -6.58 -1.06 0.14
57 H -1.04 -0.55 -3.75
58 H -0.85 0.94 2.22
59 H 1.71 -2.35 -2.10
60 H 0.67 -0.91 -3.80
61 H -2.10 1.69 1.24

Output
HOMO-LUMO gap in eV: 9.591
LUMO in hartree: 0.0254
Total charge: 0
E_HOMO in eV: -8.90


Record 3
A structure of composition C18H36ClCoIO14 in a non-equilibrium geometry. Source: the Open Molecules 2025 dataset; level of theory: wB97M-V/def2-TZVPD.

Element x y z (Å)
1 I 1.83 2.64 0.73
2 Co 0.79 0.09 1.18
3 Cl -0.02 -0.64 -1.07
4 O 1.41 -0.04 -6.49
5 O 0.92 1.61 -4.97
6 O -3.15 -0.31 2.51
7 O 4.02 -1.16 3.16
8 O -0.02 -2.08 1.93
9 O -3.12 1.68 1.66
10 O -3.03 1.64 -5.15
11 O -1.15 0.59 1.87
12 O -1.91 0.02 -3.77
13 O 2.67 -0.78 1.41
14 O 0.94 -0.62 -4.36
15 O -3.60 1.50 -3.09
16 O 4.92 -0.62 1.16
17 O 0.95 -0.02 3.28
18 C 1.04 0.26 -5.26
19 C -2.22 1.48 -6.30
20 C 0.81 0.24 4.46
21 C -2.39 0.66 2.00
22 C 3.83 -0.81 1.89
23 C 1.88 0.92 -7.42
24 C 1.12 1.64 4.94
25 C 5.30 -1.42 3.69
26 C 0.84 2.09 -3.67
27 C 0.73 -0.82 5.55
28 C -0.67 -4.04 0.77
29 C -3.68 1.03 -1.79
30 C -4.56 -0.57 2.24
31 C -1.39 -3.62 3.21
32 C -0.70 -3.11 1.95
33 C -2.80 0.90 -4.04
34 C -2.68 2.93 1.18
35 C 4.81 -0.28 -0.18
36 H -0.21 2.32 -3.49
37 H -2.20 3.44 2.02
38 H 1.32 1.86 -7.44
39 H 1.33 2.42 4.21
40 H 5.51 -0.54 4.30
41 H -4.79 -0.88 1.22
42 H 2.03 1.60 5.53
43 H -2.84 1.85 -7.12
44 H 1.26 -1.69 5.16
45 H 1.83 0.69 -8.49
46 H -3.49 3.44 0.67
47 H 6.15 -1.51 3.00
48 H -4.04 0.00 -1.83
49 H 5.71 0.16 -0.59
50 H 1.24 -0.66 6.50
51 H 2.89 1.24 -7.20
52 H -4.87 -1.40 2.87
53 H -0.29 -1.16 5.67
54 H -2.24 -4.28 3.02
55 H 0.31 1.98 5.58
56 H -5.26 0.24 2.42
57 H 0.28 -4.40 0.38
58 H -0.63 -4.17 3.77
59 H -1.07 -3.46 -0.06
60 H -1.46 2.26 -6.39
61 H -1.87 0.47 -6.49
62 H -1.84 -2.85 3.84
63 H -1.94 2.86 0.38
64 H -4.52 1.56 -1.34
65 H 1.28 3.08 -3.48
66 H -1.36 -4.86 0.96
67 H -2.90 1.11 -1.03
68 H 4.56 -1.15 -0.78
69 H 1.22 1.39 -2.93
70 H 4.00 0.45 -0.31
71 H 5.12 -2.36 4.22

Output
HOMO-LUMO gap (alpha / beta) in eV: 7.727 / 7.720
LUMO (alpha / beta) in hartree: 0.0121 / 0.0121
Total charge: 0
Spin multiplicity: 4
E_HOMO (alpha / beta) in eV: -7.40 / -7.39


Record 4
A structure of composition C18H36IrN3O4SSb2. Source: the Open Molecules 2025 dataset; level of theory: wB97M-V/def2-TZVPD.

Element x y z (Å)
1 Ir 1.23 0.60 0.34
2 Sb -0.54 2.47 0.38
3 Sb -1.93 -3.44 -0.78
4 S -0.75 -0.71 -1.55
5 O -1.73 0.01 -0.74
6 O -0.40 -2.02 -0.79
7 O -1.12 -1.03 -2.88
8 O 0.56 0.08 -1.52
9 N 2.18 0.85 2.19
10 N 3.11 0.66 -0.67
11 N 2.73 -3.51 0.82
12 C 2.84 -1.99 0.82
13 C -4.38 1.15 -0.29
14 C -2.57 2.34 1.12
15 C -3.64 2.33 0.08
16 C -0.73 3.24 -1.57
17 C 0.11 4.13 1.54
18 C -5.40 1.24 -1.31
19 C 4.25 -0.09 -0.07
20 C -4.18 -0.06 0.28
21 C -0.56 -4.80 0.14
22 C -4.98 3.56 -1.52
23 C -1.60 -4.14 -2.74
24 C -3.97 3.51 -0.55
25 C 4.48 0.39 1.36
26 C 3.05 -1.50 2.25
27 C 3.39 -0.01 2.35
28 C -5.70 2.42 -1.91
29 C 3.98 -1.59 -0.11
30 H 1.54 0.66 2.96
31 H -1.19 4.23 -1.54
32 H -6.47 2.49 -2.66
33 H 0.27 3.32 -1.99
34 H -3.44 -0.23 1.06
35 H -1.88 -5.19 -2.80
36 H 5.43 -0.04 1.71
37 H 3.77 0.16 3.36
38 H 3.90 -2.04 2.68
39 H -1.01 -5.79 0.23
40 H 0.10 3.88 2.60
41 H -1.31 2.55 -2.18
42 H -2.60 1.51 1.83
43 H 4.63 1.47 1.38
44 H 2.47 1.82 2.33
45 H 4.90 -2.09 0.20
46 H 2.60 -3.86 -0.13
47 H 0.33 -4.88 -0.49
48 H -5.94 0.33 -1.57
49 H -4.76 -0.92 -0.03
50 H -0.54 -4.05 -2.98
51 H 3.77 -1.91 -1.14
52 H 1.87 -1.67 0.42
53 H 2.18 -1.74 2.87
54 H -5.21 4.51 -1.97
55 H 1.12 4.41 1.24
56 H 3.38 1.64 -0.76
57 H 1.92 -3.83 1.36
58 H -0.55 4.98 1.37
59 H -0.31 -4.47 1.15
60 H 5.14 0.11 -0.66
61 H 2.92 0.34 -1.62
62 H -2.67 3.27 1.68
63 H -2.19 -3.57 -3.45
64 H -3.47 4.43 -0.28
65 H 3.57 -3.95 1.21

Output
HOMO-LUMO gap (alpha / beta) in eV: 6.863 / 6.745
LUMO (alpha / beta) in hartree: -0.3550 / -0.3606
Total charge: +3
ΔE to the lowest compared entry with this formula, charge and spin in kcal/mol: 0.0
Spin multiplicity: 2
E_HOMO (alpha / beta) in eV: -16.52 / -16.56


Q: Number 3 is which compound?
A: C18H36ClCoIO14


Q: What is the total charge in the fourth record?
A: +3


Q: Which value of total charge does entry 4 give?
A: +3


Copy entry 4 word for word.
A structure of composition C18H36IrN3O4SSb2. Source: the Open Molecules 2025 dataset; level of theory: wB97M-V/def2-TZVPD.

Element x y z (Å)
1 Ir 1.23 0.60 0.34
2 Sb -0.54 2.47 0.38
3 Sb -1.93 -3.44 -0.78
4 S -0.75 -0.71 -1.55
5 O -1.73 0.01 -0.74
6 O -0.40 -2.02 -0.79
7 O -1.12 -1.03 -2.88
8 O 0.56 0.08 -1.52
9 N 2.18 0.85 2.19
10 N 3.11 0.66 -0.67
11 N 2.73 -3.51 0.82
12 C 2.84 -1.99 0.82
13 C -4.38 1.15 -0.29
14 C -2.57 2.34 1.12
15 C -3.64 2.33 0.08
16 C -0.73 3.24 -1.57
17 C 0.11 4.13 1.54
18 C -5.40 1.24 -1.31
19 C 4.25 -0.09 -0.07
20 C -4.18 -0.06 0.28
21 C -0.56 -4.80 0.14
22 C -4.98 3.56 -1.52
23 C -1.60 -4.14 -2.74
24 C -3.97 3.51 -0.55
25 C 4.48 0.39 1.36
26 C 3.05 -1.50 2.25
27 C 3.39 -0.01 2.35
28 C -5.70 2.42 -1.91
29 C 3.98 -1.59 -0.11
30 H 1.54 0.66 2.96
31 H -1.19 4.23 -1.54
32 H -6.47 2.49 -2.66
33 H 0.27 3.32 -1.99
34 H -3.44 -0.23 1.06
35 H -1.88 -5.19 -2.80
36 H 5.43 -0.04 1.71
37 H 3.77 0.16 3.36
38 H 3.90 -2.04 2.68
39 H -1.01 -5.79 0.23
40 H 0.10 3.88 2.60
41 H -1.31 2.55 -2.18
42 H -2.60 1.51 1.83
43 H 4.63 1.47 1.38
44 H 2.47 1.82 2.33
45 H 4.90 -2.09 0.20
46 H 2.60 -3.86 -0.13
47 H 0.33 -4.88 -0.49
48 H -5.94 0.33 -1.57
49 H -4.76 -0.92 -0.03
50 H -0.54 -4.05 -2.98
51 H 3.77 -1.91 -1.14
52 H 1.87 -1.67 0.42
53 H 2.18 -1.74 2.87
54 H -5.21 4.51 -1.97
55 H 1.12 4.41 1.24
56 H 3.38 1.64 -0.76
57 H 1.92 -3.83 1.36
58 H -0.55 4.98 1.37
59 H -0.31 -4.47 1.15
60 H 5.14 0.11 -0.66
61 H 2.92 0.34 -1.62
62 H -2.67 3.27 1.68
63 H -2.19 -3.57 -3.45
64 H -3.47 4.43 -0.28
65 H 3.57 -3.95 1.21

Output
HOMO-LUMO gap (alpha / beta) in eV: 6.863 / 6.745
LUMO (alpha / beta) in hartree: -0.3550 / -0.3606
Total charge: +3
ΔE to the lowest compared entry with this formula, charge and spin in kcal/mol: 0.0
Spin multiplicity: 2
E_HOMO (alpha / beta) in eV: -16.52 / -16.56